Density functional theory data (wB97M-V/def2-TZVPD) for 20 unconnected molecules or ions with the total composition C66H183N11O31 in a non-equilibrium geometry.

Results
ΔE to the lowest compared entry with this formula, charge and spin (kcal per mole): 117.1
Multiplicity: 1
Gap between HOMO and LUMO (eV): 8.8
Electronic energy (eV): -151250.581

Atoms and positions in Å:
C  13.1360  7.8937  12.3217
O  13.5511  8.4695  11.1232
C  12.6202  9.3606  10.5179
C  13.1493  10.2219  9.3797
N  13.6326  9.3809  8.2235
C  14.0908  10.2360  7.1232
C  14.7709  9.4451  5.9578
O  14.1420  8.2315  5.5148
C  14.7082  7.1109  6.1607
H  13.4441  8.5781  13.1121
H  13.6015  6.9240  12.4981
H  12.0572  7.7876  12.4354
H  12.2846  10.0562  11.2871
H  11.7161  8.8093  10.2594
H  13.9823  10.7209  9.8749
H  12.3213  10.8085  8.9817
H  12.9871  8.6912  7.8663
H  14.7636  10.9441  7.6070
H  13.3675  11.0088  6.8630
H  15.8566  9.3820  6.0300
H  14.4392  10.1337  5.1806
H  15.7862  7.0137  6.0312
H  14.2443  6.2143  5.7496
H  14.3612  7.0866  7.1937
C  16.5724  5.4512  27.0268
O  15.2771  5.6759  27.6708
C  14.7987  4.6294  28.5226
C  13.3129  4.7828  28.9476
N  12.4276  5.1744  27.8008
C  11.0381  5.2948  28.1722
C  10.6122  6.6967  28.6457
O  10.9377  7.6644  27.6452
C  10.7937  9.0077  28.2115
H  16.7371  6.2738  26.3309
H  16.5265  4.5069  26.4843
H  17.4009  5.4857  27.7343
H  15.3390  4.6028  29.4689
H  14.8710  3.6131  28.1352
H  13.3899  5.5750  29.6922
H  12.8846  3.9268  29.4692
H  12.7573  6.1210  27.6768
H  10.7207  4.5994  28.9493
H  10.4737  4.9992  27.2878
H  10.8900  6.8922  29.6814
H  9.5244  6.6354  28.6786
H  11.4718  9.0996  29.0599
H  9.8801  9.2402  28.7586
H  10.8970  9.7834  27.4528
C  9.4356  22.5807  16.7279
O  9.9032  21.4020  16.1654
C  10.3053  20.3936  17.1415
C  11.0296  19.2959  16.3837
N  10.4724  17.9864  16.7348
C  11.0252  16.7868  16.1412
C  10.5413  15.4266  16.7255
O  9.2882  15.1353  16.1172
C  8.6675  14.0072  16.6510
H  10.1526  22.9042  17.4825
H  8.5085  22.3372  17.2468
H  9.1836  23.3367  15.9843
H  9.4076  20.0472  17.6535
H  10.9713  20.8558  17.8702
H  12.1163  19.2591  16.4595
H  10.8832  19.5356  15.3305
H  9.4678  18.0188  16.6351
H  12.0978  16.7858  16.3348
H  10.9934  16.7214  15.0537
H  10.5127  15.4437  17.8150
H  11.2051  14.6249  16.4021
H  9.2256  13.0796  16.5244
H  7.6849  13.8313  16.2132
H  8.4235  14.1788  17.6994
C  18.0870  2.7664  10.6835
O  17.0822  1.7479  10.4405
C  17.3300  0.4868  10.8261
C  15.9942  -0.2406  11.2298
N  15.2596  0.5615  12.1998
C  14.0172  -0.1486  12.4782
C  14.1946  -1.2719  13.5959
O  13.5237  -0.8684  14.8244
C  14.0705  0.2564  15.5631
H  19.0403  2.4756  10.2422
H  18.3048  3.0270  11.7192
H  17.8526  3.7232  10.2167
H  17.9361  0.4706  11.7319
H  17.8848  -0.1183  10.1091
H  16.3985  -1.1555  11.6630
H  15.5119  -0.4811  10.2824
H  15.0155  1.4408  11.7669
H  13.6389  -0.6273  11.5749
H  13.3181  0.5753  12.8970
H  15.2303  -1.5078  13.8406
H  13.6430  -2.1559  13.2759
H  14.3118  1.1680  15.0164
H  15.0454  -0.0049  15.9749
H  13.3291  0.5000  16.3240
C  14.4659  4.2289  20.9446
O  15.0025  4.6391  19.6784
C  16.3766  5.1689  19.7462
C  16.8009  5.7653  18.4001
N  16.5405  7.2278  18.2965
C  17.0372  7.7314  17.0253
C  16.7494  9.2457  16.8469
O  16.6768  9.5960  15.4350
C  16.5087  10.9991  15.2068
H  13.4057  4.2773  20.6961
H  14.5920  4.8767  21.8122
H  14.6481  3.1751  21.1552
H  17.0125  4.3320  20.0347
H  16.5180  5.8889  20.5522
H  16.4413  5.2013  17.5395
H  17.8689  5.5540  18.4535
H  15.5412  7.3745  18.2859
H  16.6096  7.3431  16.1009
H  18.0584  7.3521  17.0611
H  17.4294  9.9003  17.3920
H  15.7561  9.5033  17.2145
H  16.7508  11.1801  14.1595
H  17.0237  11.6458  15.9171
H  15.4405  11.2140  15.2338
C  4.4287  3.6454  22.0913
O  5.3323  4.4174  21.2573
C  5.4316  3.9818  19.8879
C  4.4897  4.5915  18.8588
N  3.1776  3.9154  18.9243
C  2.3645  4.2554  17.7460
C  0.8637  3.7394  17.8200
O  0.1661  4.4605  18.8514
C  -1.1771  4.8865  18.5646
H  3.4010  3.6999  21.7321
H  4.4398  3.8655  23.1587
H  4.7114  2.5927  22.1015
H  5.4718  2.8956  19.8050
H  6.4513  4.2576  19.6191
H  4.9151  4.5922  17.8552
H  4.4078  5.6350  19.1627
H  2.6726  4.3305  19.6942
H  2.7860  3.8271  16.8366
H  2.3194  5.3366  17.6152
H  0.8281  2.6726  18.0407
H  0.4194  3.8872  16.8357
H  -1.5947  5.1997  19.5215
H  -1.7810  4.0362  18.2478
H  -1.1011  5.6590  17.7993
C  11.3112  -2.6583  22.4062
O  12.1015  -3.7977  22.7967
C  13.3670  -4.1342  22.2567
C  14.3238  -4.6442  23.2944
N  14.5570  -3.6718  24.3534
C  15.6376  -4.1379  25.2311
C  16.3136  -3.0084  26.0846
O  17.2986  -2.2352  25.4233
C  18.5108  -2.8724  25.1299
H  11.8975  -1.7542  22.5707
H  10.3674  -2.5436  22.9391
H  11.1523  -2.6752  21.3279
H  13.7364  -3.3390  21.6091
H  13.2065  -5.0062  21.6227
H  15.2484  -4.9820  22.8264
H  13.9277  -5.5805  23.6874
H  13.6880  -3.6783  24.8680
H  16.3400  -4.7250  24.6394
H  15.2373  -4.8867  25.9145
H  16.6541  -3.5763  26.9505
H  15.5121  -2.3359  26.3904
H  19.0530  -2.1341  24.5392
H  18.4518  -3.7708  24.5155
H  19.2119  -2.9783  25.9578
C  23.5547  19.1939  3.7540
O  23.8362  18.4616  4.9369
C  23.0126  17.3673  5.3556
C  23.7032  16.7482  6.5830
N  23.6285  17.6251  7.7818
C  24.3181  17.0954  8.9477
C  23.7976  17.7168  10.3449
O  23.8575  16.9638  11.4941
C  22.6643  16.1992  11.7332
H  24.2835  19.9925  3.6157
H  22.5688  19.6326  3.9074
H  23.4726  18.5396  2.8861
H  23.0366  16.6432  4.5412
H  22.0328  17.7325  5.6632
H  24.7012  16.4920  6.2272
H  23.1153  15.8553  6.7956
H  24.1007  18.4750  7.5084
H  25.3672  17.3911  8.9445
H  24.2522  16.0082  8.9884
H  22.8007  18.1258  10.1807
H  24.3821  18.5750  10.6764
H  21.9531  16.8443  12.2490
H  22.8818  15.3509  12.3822
H  22.1972  16.0203  10.7647
C  11.0954  -2.9498  27.7068
O  11.3359  -4.4022  27.7712
C  10.1715  -5.1702  27.9997
C  10.6265  -6.6157  28.3115
N  11.2544  -6.4641  29.6441
C  11.7629  -7.7202  30.1948
C  12.9211  -8.3930  29.4129
O  14.0506  -7.4776  29.5383
C  15.2350  -7.9014  28.8922
H  11.9935  -2.3326  27.6828
H  10.5204  -2.5644  28.5488
H  10.4607  -2.7634  26.8405
H  9.5166  -5.2980  27.1379
H  9.5597  -4.7384  28.7917
H  11.2521  -6.9478  27.4830
H  9.7686  -7.2859  28.2572
H  12.0372  -5.8315  29.5605
H  11.0169  -8.4601  30.4847
H  12.2367  -7.3825  31.1165
H  12.6489  -8.5377  28.3674
H  13.1341  -9.3533  29.8826
H  15.7899  -8.6774  29.4196
H  15.8936  -7.0428  28.7616
H  14.9856  -8.2262  27.8820
C  25.4685  0.2256  12.0120
O  24.0342  0.0878  12.0602
C  23.5846  -0.3994  13.2809
C  23.7972  0.6220  14.4653
N  23.0367  1.8414  14.1674
C  23.4237  2.9184  15.0992
C  22.8078  4.2096  14.6985
O  23.5067  4.7635  13.5763
C  22.9744  5.9767  13.1181
H  25.9404  -0.7251  12.2602
H  25.6668  1.1210  12.6012
H  25.7651  0.5072  11.0017
H  24.0729  -1.3579  13.4566
H  22.5201  -0.6146  13.1878
H  24.8678  0.7000  14.6547
H  23.4066  0.1430  15.3631
H  23.4005  2.1601  13.2808
H  24.4840  3.1490  14.9951
H  23.3059  2.7122  16.1630
H  22.8774  4.9179  15.5241
H  21.7565  4.0887  14.4373
H  21.9683  5.7725  12.7517
H  23.5868  6.3530  12.2987
H  22.8497  6.7631  13.8625
C  16.0256  18.1013  23.1231
O  15.6615  16.7586  22.7664
C  16.0071  16.2748  21.5078
C  15.6492  14.8498  21.2642
N  15.9201  14.0178  22.4432
C  15.1156  12.8264  22.4902
C  15.3396  11.9070  23.7290
O  14.8776  12.6073  24.8562
C  15.1319  12.0476  26.1390
H  17.1107  18.1818  23.0589
H  15.6326  18.2634  24.1268
H  15.5583  18.8219  22.4520
H  17.0821  16.4194  21.4003
H  15.4964  16.7997  20.7004
H  16.2065  14.5502  20.3767
H  14.5767  14.7116  21.1280
H  15.6796  14.5106  23.2913
H  15.2592  12.1666  21.6346
H  14.0740  13.1371  22.5717
H  16.3584  11.5400  23.8535
H  14.6891  11.0635  23.4975
H  14.5960  11.1078  26.0062
H  14.6515  12.6710  26.8932
H  16.2069  11.9423  26.2854
O  21.1200  12.1687  8.7375
H  20.3391  11.6839  9.0048
H  20.7863  12.8754  8.1849
O  17.6734  9.3877  10.2876
H  17.4577  9.6566  11.1805
H  16.8366  9.4043  9.8231
O  20.1585  7.9315  21.1650
H  20.2253  8.8753  21.0203
H  19.3556  7.6754  20.7112
O  12.0721  6.7864  19.5247
H  12.0633  5.8423  19.3673
H  11.3832  6.9279  20.1741
O  18.0232  0.9645  15.3419
H  18.8453  1.1757  14.8995
H  17.3759  0.9219  14.6381
O  17.3575  -1.8179  22.0726
H  17.7836  -1.6268  22.9081
H  16.4865  -2.1330  22.3138
O  19.8204  -0.0154  18.8697
H  19.1667  -0.5828  19.2783
H  19.4164  0.2630  18.0478
O  23.1731  1.5293  21.2823
H  22.3873  1.3993  20.7513
H  23.6450  0.6989  21.2199
O  20.1480  12.3994  20.3411
H  19.1970  12.4362  20.4428
H  20.4489  13.2765  20.5786